Record 1
{"formula": "C38H38Cl4CsN3O9Te", "method": "ωB97M-V/def2-TZVPD", "species": ["Cs", "C", "C", "O", "C", "C", "O", "C", "C", "O", "C", "C", "O", "H", "H", "H", "H", "H", "H", "H", "H", "H", "H", "H", "H", "H", "H", "H", "H", "O", "C", "O", "C", "C", "C", "C", "C", "C", "N", "C", "C", "C", "C", "C", "C", "N", "H", "H", "H", "H", "H", "H", "H", "H", "H", "H", "N", "C", "H", "Cl", "C", "C", "C", "C", "C", "C", "C", "H", "H", "H", "H", "H", "H", "O", "C", "Te", "C", "C", "C", "C", "C", "C", "H", "H", "H", "H", "H", "Cl", "C", "Cl", "Cl", "C", "O", "O"], "coordinates": [[1.83, -0.10, 0.77], [-2.06, 1.87, 1.79], [-0.82, 2.64, 1.51], [-0.33, 2.14, 0.27], [-1.13, 2.70, -0.83], [-1.18, 1.72, -2.00], [-1.90, 0.53, -1.78], [-3.29, 0.45, -2.17], [-3.92, -0.63, -1.35], [-3.79, -0.18, 0.06], [-3.15, -1.04, 0.90], [-2.62, -0.39, 2.18], [-1.65, 0.53, 1.91], [-2.81, 1.91, 0.97], [-2.54, 2.21, 2.69], [-0.11, 2.46, 2.33], [-0.91, 3.74, 1.54], [-0.60, 3.59, -1.16], [-2.13, 2.94, -0.53], [-0.17, 1.45, -2.38], [-1.67, 2.24, -2.83], [-3.30, 0.13, -3.24], [-3.77, 1.41, -2.00], [-3.32, -1.57, -1.46], [-4.96, -0.83, -1.59], [-2.34, -1.60, 0.41], [-3.81, -1.83, 1.24], [-2.17, -1.10, 2.89], [-3.44, 0.12, 2.69], [3.04, 3.72, -6.25], [1.93, 2.93, -6.42], [1.33, 3.05, -7.45], [1.62, 2.01, -5.28], [2.53, 1.70, -4.22], [2.30, 0.66, -3.40], [1.14, -0.07, -3.49], [0.20, 0.26, -4.48], [0.42, 1.25, -5.36], [0.85, -0.96, -2.39], [-0.07, -1.83, -2.50], [-0.49, -2.73, -1.43], [-1.54, -3.66, -1.68], [-2.04, -4.48, -0.70], [-1.49, -4.33, 0.57], [-0.40, -3.44, 0.79], [0.01, -2.64, -0.21], [3.57, 3.68, -5.44], [3.30, 2.43, -3.99], [2.90, 0.49, -2.48], [-0.82, -0.13, -4.43], [-0.38, 1.52, -5.90], [-0.57, -1.89, -3.50], [-1.95, -3.75, -2.70], [-2.84, -5.28, -0.91], [-1.80, -4.90, 1.39], [0.14, -3.22, 1.74], [8.37, -4.33, 3.38], [9.23, -4.89, 2.84], [7.61, -3.90, 3.86], [2.74, -4.85, 5.02], [0.91, -4.77, 5.27], [0.35, -5.64, 6.13], [-1.04, -5.63, 6.34], [-1.81, -4.74, 5.63], [-1.22, -3.79, 4.79], [0.16, -3.69, 4.66], [0.79, -2.61, 3.95], [0.93, -6.48, 6.61], [-1.47, -6.32, 7.05], [-2.88, -4.74, 5.80], [-1.85, -3.07, 4.27], [0.24, -1.66, 3.76], [1.93, -2.44, 4.03], [4.34, 7.79, 6.72], [3.51, 7.16, 6.24], [5.30, 0.88, -0.31], [5.35, 2.39, 1.18], [5.59, 3.76, 0.88], [5.18, 4.78, 1.74], [4.77, 4.54, 3.06], [4.66, 3.17, 3.43], [4.95, 2.16, 2.55], [6.05, 3.97, -0.08], [5.36, 5.82, 1.45], [4.69, 5.33, 3.70], [4.48, 3.03, 4.48], [4.78, 1.12, 2.88], [-5.12, 2.72, -7.64], [-6.12, 1.96, -6.38], [-7.44, 1.03, -7.19], [-6.84, 3.33, -5.37], [-5.29, 1.08, -5.36], [-4.46, 1.79, -4.74], [-5.50, -0.12, -5.37]], "orbital_gap_ev": 4.305, "e_homo_ha": -0.05981, "e_tot_ha": -4441.081632, "charge": -2}


Record 2
{"formula": "C38H38MnN6O4PS", "method": "ωB97M-V/def2-TZVPD", "species": ["Mn", "O", "C", "C", "C", "C", "C", "C", "C", "O", "N", "N", "C", "C", "C", "C", "C", "C", "N", "H", "H", "H", "H", "H", "H", "H", "H", "H", "H", "O", "C", "O", "C", "C", "C", "C", "C", "C", "S", "H", "H", "H", "H", "C", "C", "P", "C", "C", "C", "C", "H", "H", "H", "H", "H", "H", "H", "H", "H", "H", "H", "H", "H", "H", "H", "N", "C", "C", "C", "C", "C", "C", "N", "C", "C", "C", "C", "N", "C", "C", "H", "H", "H", "H", "H", "H", "H", "H", "H"], "coordinates": [[0.19, 0.93, 1.92], [-2.14, 3.03, -1.54], [-3.30, 2.35, -1.47], [-4.16, 2.40, -2.57], [-5.35, 1.71, -2.56], [-5.71, 0.94, -1.45], [-4.86, 0.88, -0.37], [-3.65, 1.57, -0.35], [-2.68, 1.43, 0.78], [-1.61, 2.10, 0.73], [-3.00, 0.55, 1.71], [-1.94, 0.35, 2.54], [-2.15, -0.22, 3.66], [-1.01, -0.47, 4.53], [-1.17, -1.03, 5.80], [-0.04, -1.25, 6.56], [1.21, -0.91, 6.05], [1.27, -0.34, 4.79], [0.19, -0.13, 4.05], [-1.68, 2.86, -0.67], [-3.85, 3.00, -3.42], [-6.01, 1.77, -3.42], [-6.65, 0.40, -1.44], [-5.11, 0.28, 0.50], [-3.14, -0.50, 3.99], [-2.15, -1.29, 6.17], [-0.13, -1.69, 7.55], [2.11, -1.07, 6.62], [2.22, -0.04, 4.34], [4.18, 0.39, 2.73], [3.29, 1.14, 2.32], [2.24, 0.72, 1.71], [3.44, 2.63, 2.50], [4.75, 3.12, 2.39], [5.04, 4.47, 2.51], [4.00, 5.35, 2.76], [2.71, 4.88, 2.90], [2.38, 3.51, 2.78], [0.71, 3.10, 3.08], [5.53, 2.39, 2.22], [6.06, 4.82, 2.40], [4.18, 6.41, 2.86], [1.90, 5.57, 3.11], [-0.26, -4.02, 3.67], [1.01, -3.72, 2.88], [0.69, -2.51, 1.51], [-0.19, -3.58, 0.26], [0.54, -4.75, -0.37], [2.38, -2.29, 0.79], [3.42, -3.38, 0.96], [-0.06, -4.68, 4.51], [-1.02, -4.51, 3.05], [-0.70, -3.10, 4.06], [1.48, -4.64, 2.52], [1.74, -3.24, 3.53], [-0.54, -2.90, -0.52], [-1.10, -3.92, 0.76], [1.40, -4.42, -0.95], [-0.11, -5.31, -1.04], [0.91, -5.45, 0.39], [2.75, -1.36, 1.23], [2.22, -2.05, -0.27], [3.65, -3.54, 2.02], [4.36, -3.08, 0.49], [3.13, -4.35, 0.54], [-1.45, 0.15, -5.24], [-1.29, 0.47, -6.57], [-2.09, 0.29, -7.69], [-1.60, 0.76, -8.89], [-0.34, 1.38, -8.98], [0.45, 1.56, -7.86], [-0.03, 1.09, -6.64], [0.55, 1.15, -5.39], [-0.32, 0.58, -4.59], [-0.14, 0.42, -3.14], [1.04, 0.87, -2.54], [1.16, 0.78, -1.17], [0.20, 0.27, -0.40], [-0.90, -0.21, -0.97], [-1.12, -0.14, -2.33], [-2.24, -0.30, -4.83], [-3.06, -0.18, -7.63], [-2.19, 0.64, -9.79], [0.00, 1.73, -9.94], [1.42, 2.04, -7.92], [1.82, 1.31, -3.15], [2.03, 1.15, -0.64], [-1.64, -0.63, -0.31], [-2.07, -0.50, -2.72]], "multiplicity": 6, "s2": 8.755, "orbital_gap_ev": [5.756, 5.823], "e_homo_ha": [-0.14526, -0.14837], "e_tot_ha": -3991.131705, "charge": -1}


Record 3
{"formula": "C38H38N4O4PS4W", "method": "ωB97M-V/def2-TZVPD", "species": ["W", "C", "C", "S", "C", "C", "S", "C", "C", "S", "C", "C", "S", "H", "H", "H", "H", "H", "H", "H", "H", "H", "H", "H", "H", "H", "H", "H", "H", "O", "C", "O", "C", "C", "N", "N", "C", "C", "O", "O", "H", "H", "H", "N", "P", "C", "C", "C", "C", "C", "C", "C", "C", "C", "C", "C", "C", "C", "C", "C", "C", "C", "C", "H", "H", "H", "H", "H", "H", "H", "H", "H", "H", "H", "H", "H", "H", "H", "N", "C", "C", "C", "C", "C", "C", "C", "H", "H", "H", "H"], "coordinates": [[-0.27, 0.20, 0.12], [1.14, -3.35, -1.19], [2.26, -3.31, -0.17], [3.27, -1.82, -0.31], [3.73, -1.45, 1.39], [3.01, -0.24, 1.96], [1.20, -0.31, 2.02], [1.03, -1.82, 3.02], [-0.38, -2.06, 3.54], [-1.69, -2.22, 2.32], [-1.19, -3.69, 1.40], [-1.45, -3.46, -0.08], [-0.34, -2.32, -0.94], [0.77, -4.37, -1.29], [1.51, -3.08, -2.18], [2.90, -4.19, -0.32], [1.85, -3.37, 0.83], [4.79, -1.24, 1.39], [3.61, -2.34, 2.01], [3.24, 0.65, 1.37], [3.37, -0.06, 2.98], [1.68, -1.65, 3.88], [1.41, -2.71, 2.52], [-0.70, -1.23, 4.18], [-0.36, -2.95, 4.17], [-1.76, -4.56, 1.74], [-0.14, -3.91, 1.59], [-2.44, -3.03, -0.22], [-1.44, -4.39, -0.65], [-0.60, 0.84, -5.89], [0.67, 0.92, -5.53], [1.55, 1.21, -6.29], [0.99, 0.68, -4.09], [2.26, 0.77, -3.56], [2.18, 0.48, -2.26], [0.92, 0.21, -1.89], [0.19, 0.34, -2.99], [-1.28, 0.30, -2.77], [-2.08, 0.36, -3.69], [-1.57, 0.27, -1.51], [-1.21, 0.63, -5.13], [3.20, 1.01, -4.04], [2.91, 0.44, -1.57], [-1.55, 0.88, 1.11], [-2.58, 1.75, 2.02], [-2.87, 3.28, 1.14], [-2.95, 4.50, 1.79], [-3.17, 5.66, 1.06], [-3.33, 5.59, -0.32], [-3.26, 4.36, -0.97], [-3.02, 3.21, -0.25], [-1.90, 2.10, 3.63], [-2.71, 2.16, 4.76], [-2.16, 2.54, 5.98], [-0.82, 2.87, 6.07], [-0.01, 2.83, 4.94], [-0.55, 2.45, 3.72], [-4.12, 0.87, 2.25], [-5.24, 1.18, 1.48], [-6.40, 0.44, 1.63], [-6.45, -0.60, 2.55], [-5.34, -0.91, 3.32], [-4.17, -0.18, 3.17], [-2.82, 4.56, 2.86], [-3.22, 6.62, 1.56], [-3.51, 6.49, -0.89], [-3.38, 4.31, -2.05], [-2.93, 2.26, -0.77], [-3.76, 1.91, 4.70], [-2.79, 2.58, 6.86], [-0.40, 3.16, 7.02], [1.03, 3.10, 5.01], [0.07, 2.43, 2.83], [-5.21, 1.99, 0.77], [-7.27, 0.68, 1.04], [-7.36, -1.18, 2.67], [-5.37, -1.72, 4.03], [-3.31, -0.42, 3.78], [2.23, 7.35, -0.73], [1.88, 6.26, -0.60], [1.43, 4.90, -0.44], [0.45, 4.37, -1.27], [0.03, 3.07, -1.09], [0.54, 2.23, -0.09], [1.52, 2.80, 0.73], [1.97, 4.11, 0.57], [0.03, 4.99, -2.06], [-0.75, 2.70, -1.75], [1.95, 2.23, 1.54], [2.73, 4.51, 1.23]], "orbital_gap_ev": 7.073, "e_homo_ha": -0.35815, "e_tot_ha": -3991.889229, "charge": 1}